{"formula": "C3H5IN4O2", "method": "wB97M-V/def2-TZVPD", "orbital_gap_ev": [7.01, 7.70], "homo_energy_ev": [-7.79, -8.44], "lumo_energy_ev": [-0.771, -0.736], "e_above_lowest_kj_mol": 324.41, "energy_ha": -784.2025, "elements": ["C", "C", "C", "N", "N", "N", "N", "O", "O", "I", "H", "H", "H", "H", "H"], "xyz": [[0.7533, -0.2233, -0.7384], [0.0212, 2.1135, 0.1603], [-0.4240, -2.4660, 1.8240], [0.4558, -1.0236, 0.1332], [0.3968, 1.2732, -0.7674], [0.2771, -1.3058, 1.3575], [0.1848, 1.7298, -2.1553], [0.2598, 0.9485, -3.0692], [0.1712, 2.9156, -2.1664], [-1.8185, 3.0803, 0.1471], [1.0809, -0.5415, -1.7293], [0.3172, 1.8091, 1.2239], [-1.3797, -2.1167, 2.0983], [-0.4716, -3.2615, 1.0512], [0.1757, -2.9316, 2.6305]]}